Entry 1:
Here is C5H10O in the gas phase from the OMol25 dataset. Energies are from ωB97M-V/def2-TZVPD.

Summary:
LUMO energy, eV: 1.11
Energy relative to the best compared isomer or geometry (same formula, charge and spin), eV: 0.641
Orbital gap, Ha: 0.39219
Energy, Ha: -271.7291
E_HOMO, Ha: -0.352

ORCA input file:
```
! wB97M-V def2-TZVPD RIJCOSX def2/J DEFGRID3
* xyz 0 1
H -0.166 -1.220 -1.272
C 1.960 0.303 0.025
H 0.163 1.375 0.299
H -0.266 0.415 -1.958
C -0.308 -0.390 1.257
H -0.225 -1.490 1.200
H 2.387 -0.661 -0.269
H 2.261 1.046 -0.725
C -0.400 -0.170 -1.042
O -1.647 -0.001 0.988
H -2.463 -0.897 -0.686
H -0.031 -0.072 2.265
H -2.306 0.873 -0.759
C 0.443 0.326 0.136
C -1.813 -0.051 -0.434
H 2.414 0.613 0.974
*
```

---

Entry 2:
Here is a molecular structure, C52H70BCl2N8O2P2S3Ti from the OMol25 dataset. Energies are from ωB97M-V/def2-TZVPD.

Summary:
LUMO energy, eV: -3.16
Energy relative to the best compared isomer or geometry (same formula, charge and spin), eV: 0.000
Orbital gap, Ha: 0.23734
Energy, Ha: -6284.0288
E_HOMO, Ha: -0.353

ORCA input file:
```
! wB97M-V def2-TZVPD RIJCOSX def2/J DEFGRID3
* xyz 1 1
C 3.328 2.822 2.737
C 4.366 -1.332 -0.086
H 2.413 5.742 -4.202
C -4.281 4.404 1.086
H -1.666 -3.891 2.143
C 3.031 -2.983 4.006
H -1.167 6.629 -4.637
B -0.160 2.023 -0.880
C -0.539 6.689 -0.327
Ti -0.065 -0.251 -0.240
Cl -0.299 -3.365 -3.833
H -3.015 -2.638 3.887
H 0.947 -2.796 6.698
H -5.208 3.904 1.366
C 1.849 -2.792 4.748
C 4.225 -3.462 6.031
C -4.152 2.431 -3.545
H 2.781 7.292 0.513
H 4.442 -1.187 0.993
H -5.490 4.161 -3.545
C 0.419 7.044 1.934
Cl -5.680 -3.469 -3.850
N 0.551 4.234 -0.170
H 3.879 3.644 3.189
C 2.350 3.338 1.735
C -3.577 3.637 0.008
H -0.333 6.413 2.411
H -0.407 6.305 -1.334
H 4.672 -3.683 1.145
H 3.919 -0.440 -0.523
H 0.380 6.206 -6.521
C 0.728 6.545 0.515
H 3.134 -3.830 -2.155
C -1.833 -0.866 3.387
H -3.659 4.499 1.971
S -1.640 2.969 1.793
H -3.678 1.581 -5.462
C -3.048 -0.385 -0.680
C 1.867 -2.948 6.152
C 0.604 5.198 -6.173
H -5.144 3.840 -1.395
C 3.580 -2.604 -0.412
C -1.048 5.581 -4.360
H -1.713 0.731 4.809
C -2.989 -3.276 -3.709
H -2.846 -2.739 1.516
N 0.758 2.926 0.019
C -3.176 1.767 -4.513
H 1.267 5.971 -2.879
H -2.982 -4.007 -4.505
H -0.227 -0.217 4.713
C -2.271 3.060 0.237
H 2.666 5.398 2.122
C 2.650 0.597 -4.807
H 3.803 -4.746 0.035
H 3.059 -3.403 7.849
C 1.903 -2.546 2.065
H 5.138 -3.722 6.551
H 2.729 -2.127 -2.402
C -4.217 -2.825 -3.195
C 3.437 -2.807 -1.933
H 1.638 4.987 -6.447
H -5.013 0.533 -2.943
H 1.767 2.987 -5.794
H 2.103 7.047 -1.100
H -2.302 2.397 -4.696
N -2.256 2.314 -2.035
C 0.716 -2.285 2.829
H -2.888 -1.435 5.157
H 1.589 8.423 -0.119
C -4.681 3.743 -4.143
H -1.756 4.995 -4.945
C -1.036 0.213 4.127
C -3.070 -0.217 2.753
H -1.365 6.141 0.128
H -2.814 0.640 2.136
N 0.699 -2.432 4.125
H 2.192 -0.391 -4.748
H 3.599 0.537 -4.270
H -4.540 5.397 0.718
O -0.650 -1.453 -1.660
C 1.389 6.034 -3.958
H 0.802 -4.004 -1.267
C 3.036 -3.279 6.775
C 2.124 4.665 1.541
H -6.055 1.921 -2.593
H -5.882 1.335 -4.246
C 1.545 2.436 0.977
C -4.244 -1.890 -2.199
H 4.032 2.134 2.268
C -3.029 -1.382 -1.690
C 1.253 1.419 -2.870
C 1.085 -4.026 -0.216
C 4.361 -3.815 0.116
C -3.475 2.722 -2.216
H 1.304 7.067 2.569
S 1.795 0.120 -1.911
H -2.817 0.815 -4.120
H -5.078 3.557 -5.141
H 0.030 8.061 1.883
C -2.328 -1.940 4.367
N 0.084 3.450 -2.948
S 1.519 0.777 1.393
C 1.409 2.779 -4.797
H -3.900 4.494 -4.220
C -4.156 3.446 -1.202
H -0.629 0.949 3.437
C 0.601 3.720 -4.121
H -1.290 5.465 -3.305
H -3.665 -0.929 2.177
H 1.772 -4.853 -0.038
C -1.804 -2.806 -3.205
N 0.384 2.294 -2.356
H -1.516 -2.493 4.825
H 5.251 -3.923 -0.508
H -1.571 -3.320 0.458
C 4.230 -3.316 4.674
H -3.707 0.135 3.568
P 1.834 -2.417 0.232
N -1.632 2.554 -0.861
H 4.413 -2.648 -2.394
H -4.018 -0.003 -0.340
O -2.024 0.076 -0.129
C -5.348 1.502 -3.310
H 2.851 0.845 -5.847
C 1.761 1.620 -4.182
H 1.249 7.070 -4.269
H 0.192 -4.207 0.374
H -0.812 7.743 -0.385
N 3.022 -2.867 2.654
C 1.871 7.371 -0.084
H 2.814 2.265 3.521
H -0.049 4.509 -6.712
C 1.148 5.089 0.606
C -1.796 -3.033 1.484
H -5.184 -1.539 -1.797
P -0.786 -1.593 2.014
C 0.375 5.124 -4.663
H 5.125 -3.454 4.082
C -1.778 -1.851 -2.155
H 5.379 -1.436 -0.481
*
```